{"formula": "C42H74BrCl30FN2S3", "method": "ωB97M-V with the def2-TZVPD basis set", "symbols": ["C", "C", "Br", "C", "C", "C", "S", "C", "C", "C", "C", "S", "C", "N", "S", "N", "C", "C", "F", "H", "H", "H", "H", "H", "H", "H", "H", "H", "H", "H", "H", "H", "H", "Cl", "C", "C", "Cl", "H", "H", "H", "H", "Cl", "C", "C", "Cl", "H", "H", "H", "H", "Cl", "C", "C", "Cl", "H", "H", "H", "H", "Cl", "C", "C", "Cl", "H", "H", "H", "H", "Cl", "C", "C", "Cl", "H", "H", "H", "H", "Cl", "C", "C", "Cl", "H", "H", "H", "H", "Cl", "C", "C", "Cl", "H", "H", "H", "H", "Cl", "C", "C", "Cl", "H", "H", "H", "H", "Cl", "C", "C", "Cl", "H", "H", "H", "H", "Cl", "C", "C", "Cl", "H", "H", "H", "H", "Cl", "C", "C", "Cl", "H", "H", "H", "H", "Cl", "C", "C", "Cl", "H", "H", "H", "H", "Cl", "C", "C", "Cl", "H", "H", "H", "H", "Cl", "C", "C", "Cl", "H", "H", "H", "H", "Cl", "C", "C", "Cl", "H", "H", "H", "H"], "positions_angstrom": [[-1.3745, -3.0945, 5.3914], [-2.8877, -2.4232, 5.1870], [-3.2452, -2.1713, 3.2316], [-3.0830, -1.0711, 6.0936], [-3.2734, 0.3170, 5.2356], [-2.0002, 1.3331, 4.8545], [-0.2671, 0.8576, 5.3748], [-2.3235, 2.7135, 4.0375], [-1.1834, 3.8626, 3.6139], [0.1264, 3.2709, 2.8761], [1.5449, 3.2855, 3.6298], [1.6517, 3.9613, 5.3489], [-3.9047, 2.9711, 3.6014], [-4.4705, 4.1699, 2.8289], [-6.2152, 4.0457, 2.5652], [-6.5568, 2.5237, 3.3975], [-5.2260, 2.0197, 3.9163], [-4.8380, 0.6686, 4.7611], [-5.9779, -0.2455, 5.1400], [-0.7999, -2.4106, 6.1598], [-0.8760, -3.0491, 4.3162], [-1.4804, -4.2022, 5.7944], [-3.6445, -3.2612, 5.5615], [-2.1820, -0.8707, 6.8479], [-4.0434, -1.1891, 6.7929], [-0.1121, 0.9583, 6.7867], [-1.0205, 4.5635, 4.5322], [-1.7565, 4.5343, 2.8075], [-0.1147, 2.1440, 2.5641], [0.2514, 3.8444, 1.8376], [1.9706, 2.1704, 3.6581], [2.3243, 3.8857, 2.9544], [0.6825, 3.4492, 6.2241], [-0.4247, -1.7602, -1.4779], [0.1425, -2.5826, -0.0032], [-0.4601, -1.9817, 1.2571], [0.1524, -0.3403, 1.5786], [1.2357, -2.5378, 0.0114], [-0.1537, -3.6321, -0.0929], [-0.1950, -2.5938, 2.1244], [-1.5515, -1.9310, 1.1973], [-3.9832, -4.0864, -1.2995], [-3.1760, -5.4946, -2.0331], [-2.5902, -6.4301, -0.9869], [-1.2042, -5.7035, -0.1361], [-2.4079, -5.1260, -2.7199], [-3.9331, -6.0221, -2.6210], [-2.2238, -7.3422, -1.4673], [-3.3360, -6.7155, -0.2389], [1.6107, -6.0691, 2.3753], [2.6636, -6.6816, 1.0757], [3.7753, -5.7036, 0.7285], [3.1544, -4.2326, -0.0610], [2.0364, -6.9041, 0.2070], [3.0940, -7.6214, 1.4341], [4.4739, -6.1687, 0.0265], [4.3373, -5.4004, 1.6171], [9.2134, -4.6486, -2.1439], [7.4965, -4.1984, -1.9944], [7.0382, -4.1558, -0.5450], [6.9850, -5.7769, 0.1911], [6.9069, -4.9077, -2.5832], [7.3888, -3.2082, -2.4474], [6.0243, -3.7487, -0.4874], [7.6926, -3.5268, 0.0662], [-0.8023, -0.3979, -4.9173], [-2.5679, -0.1713, -4.9815], [-3.3233, -1.4421, -4.6248], [-3.1407, -2.7041, -5.8686], [-2.8284, 0.1852, -5.9827], [-2.8113, 0.6191, -4.2651], [-4.3934, -1.2287, -4.5453], [-2.9870, -1.8560, -3.6694], [-5.5926, 7.2319, 2.1244], [-4.7041, 8.3665, 3.1713], [-3.4413, 8.8923, 2.5067], [-2.2019, 7.6264, 2.3220], [-4.4816, 7.8562, 4.1134], [-5.3839, 9.1964, 3.3865], [-2.9984, 9.6814, 3.1217], [-3.6506, 9.3093, 1.5170], [2.8107, 0.0116, 5.6365], [3.8636, -0.6008, 4.3368], [4.9753, 0.3771, 3.9897], [4.3544, 1.8481, 3.2001], [3.2364, -0.8234, 3.4682], [4.2940, -1.5407, 4.6953], [5.6739, -0.0880, 3.2877], [5.5373, 0.6803, 4.8783], [12.0944, -5.5012, 1.4374], [12.3231, -4.8950, -0.2218], [13.7486, -4.4273, -0.4709], [14.1400, -2.9486, 0.4418], [11.5995, -4.0921, -0.3928], [12.0799, -5.7214, -0.8965], [13.8822, -4.1898, -1.5305], [14.4781, -5.1965, -0.2000], [-2.7866, 2.8662, -5.9919], [-4.5035, 3.3165, -5.8424], [-4.9618, 3.3591, -4.3930], [-5.0150, 1.7379, -3.6569], [-5.0931, 2.6072, -6.4312], [-4.6112, 4.3066, -6.2954], [-5.9757, 3.7662, -4.3354], [-4.3074, 3.9880, -3.7818], [-3.1247, -1.0154, -12.0347], [-2.5575, -1.8378, -10.5600], [-3.1601, -1.2369, -9.2996], [-2.5476, 0.4046, -8.9782], [-1.4643, -1.7929, -10.5453], [-2.8537, -2.8872, -10.6496], [-2.8950, -1.8490, -8.4324], [-4.2515, -1.1862, -9.3595], [0.9977, 5.8214, 8.6049], [-0.7679, 6.0480, 8.5407], [-1.5233, 4.7772, 8.8974], [-1.3407, 3.5152, 7.6536], [-1.0284, 6.4045, 7.5395], [-1.0113, 6.8384, 9.2571], [-2.5934, 4.9906, 8.9769], [-1.1870, 4.3632, 9.8528], [-4.4023, -0.3026, -0.6604], [-6.1679, -0.0760, -0.7246], [-6.9233, -1.3468, -0.3679], [-6.7407, -2.6088, -1.6117], [-6.4284, 0.2805, -1.7258], [-6.4113, 0.7144, -0.0082], [-7.9934, -1.1333, -0.2884], [-6.5870, -1.7607, 0.5875], [6.1610, -1.0671, 9.0193], [4.3954, -0.8405, 8.9551], [3.6401, -2.1113, 9.3117], [3.8226, -3.3733, 8.0680], [4.1350, -0.4840, 7.9538], [4.1520, -0.0501, 9.6715], [2.5700, -1.8979, 9.3912], [3.9764, -2.5253, 10.2672], [-2.8259, 4.1520, -9.0426], [-1.7730, 3.5396, -10.3423], [-0.6613, 4.5176, -10.6894], [-1.2822, 5.9886, -11.4790], [-2.4002, 3.3171, -11.2109], [-1.3426, 2.5997, -9.9838], [0.0372, 4.0525, -11.3914], [-0.0994, 4.8207, -9.8008], [2.4416, 3.7916, -10.3071], [2.8648, 2.0619, -10.3511], [1.9372, 1.2668, -11.2568], [0.2874, 1.1519, -10.5951], [2.8494, 1.6823, -9.3249], [3.8919, 1.9972, -10.7224], [2.3080, 0.2428, -11.3619], [1.8723, 1.7093, -12.2554]], "total_charge": 0, "spin_multiplicity": 1, "total_energy_ha": -19428.0377, "e_homo_ev": -8.1, "lumo_ev": -1.453, "homo_lumo_gap_ha": 0.2443}